# 1
DFT (ωB97M-V with the def2-TZVPD basis set) results for an isolated molecule of C5H10O2 at a distorted geometry.

Output
spin multiplicity = 1
largest force on an atom = 0.0662 Eh/bohr
lowest unoccupied orbital energy = 0.83 eV
E = -346.9517 Ha
HOMO-LUMO gap = 0.3996 Ha
SMILES = CC(=O)C(C)(C)O

```
17
Properties=species:S:1:pos:R:3:forces:R:3
C -1.764829 -0.060094 1.090951 0.0 0.0 0.0
C -0.260295 0.042464 1.113689 0.2 0.1 0.3
O 0.363146 0.065477 2.157568 -0.4 -0.1 -0.2
C 0.522849 0.097717 -0.190630 0.8 1.0 0.5
C 0.909070 -1.297612 -0.673093 1.1 0.2 0.2
C -0.031298 1.030046 -1.253879 0.0 0.1 0.0
O 1.879737 0.631803 0.162101 -1.3 1.1 0.4
H -2.190166 0.892004 0.750750 0.1 -0.1 0.0
H -2.123312 -0.264437 2.102109 0.1 0.0 -0.2
H -2.106835 -0.839969 0.402242 0.1 0.1 0.1
H 1.976416 -0.886924 -0.436154 -0.8 -3.0 -1.4
H 0.681817 -1.520548 -1.729007 0.2 0.2 0.5
H 0.589770 -2.136587 -0.035360 0.2 0.4 -0.1
H 0.599575 0.963879 -2.146409 -0.1 0.0 0.2
H 0.012358 2.052569 -0.872702 -0.1 0.0 -0.1
H -1.060759 0.798401 -1.553303 0.2 -0.1 0.2
H 2.002757 0.431813 1.111128 -0.3 0.2 -0.2
```
Positions in Å, forces in eV/Å.

# 2
DFT (ωB97M-V with the def2-TZVPD basis set) results for a structure of composition C5H10O2.

Output
spin multiplicity = 1
largest force on an atom = 0.0077 Eh/bohr
lowest unoccupied orbital energy (alpha / beta) = 0.85 / 0.87 eV
E = -346.7807 Ha
HOMO-LUMO gap (alpha / beta) = 0.2678 / 0.2525 Ha

```
17
Properties=species:S:1:pos:R:3:forces:R:3
C -1.317300 -1.632553 -0.421801 0.0 -0.3 0.0
O -1.177909 -0.227705 -0.355890 -0.2 0.0 0.1
C -1.052603 0.279909 0.927753 -0.1 0.2 -0.1
C 0.265091 0.008531 1.548968 0.0 -0.1 0.1
C 1.020325 0.830297 0.539607 0.2 0.1 -0.2
C 1.173933 0.365962 -0.814124 0.3 0.0 0.1
O 1.053481 1.201163 -1.875191 -0.3 0.2 0.1
H -2.110812 -1.973179 0.253502 0.1 0.1 -0.1
H -0.387069 -2.154726 -0.153040 -0.1 0.1 0.0
H -1.570820 -1.883852 -1.455500 0.0 0.0 0.1
H -1.456970 1.289294 0.992706 0.0 -0.1 0.0
H 0.359445 0.425465 2.547450 0.0 0.0 0.0
H 0.560805 -1.041505 1.568970 0.0 0.0 0.0
H 0.997366 1.907777 0.679762 0.0 -0.1 -0.1
H 2.206711 0.620690 0.119195 0.0 0.0 0.0
H 1.436749 -0.658160 -1.052993 -0.1 0.1 0.1
H 0.315154 1.804409 -1.673273 0.2 -0.1 -0.1
```
Positions in Å, forces in eV/Å.

# 3
DFT (ωB97M-V with the def2-TZVPD basis set) results for a structure of composition C5H10O2.

Output
spin multiplicity = 1
largest force on an atom = 0.0070 Eh/bohr
lowest unoccupied orbital energy = 0.79 eV
E = -346.8510 Ha
HOMO-LUMO gap = 0.3257 Ha

```
17
Properties=species:S:1:pos:R:3:forces:R:3
O 2.056196 -0.611722 1.389409 0.0 0.2 0.3
C 1.598948 -0.576321 -0.391165 -0.3 0.0 -0.2
C 0.242972 -0.255193 -0.156584 0.1 0.0 -0.3
C -0.283401 1.169306 -0.140591 0.0 0.1 0.0
C -1.754349 0.892341 0.157038 0.0 0.3 0.1
O -2.071403 -0.283549 -0.568495 -0.1 0.0 0.0
C -0.920190 -1.115835 -0.647060 0.2 -0.3 0.0
H 2.390404 0.275846 1.612766 0.0 -0.3 0.0
H 2.341163 0.152723 -0.716714 -0.1 -0.1 0.1
H 1.853257 -1.605209 -0.638551 0.0 0.2 0.0
H 0.874797 -0.493903 1.154726 0.2 0.0 0.1
H 0.180272 1.789572 0.636504 -0.1 -0.1 -0.1
H -0.174129 1.686373 -1.104428 0.0 -0.1 0.1
H -2.435467 1.682208 -0.173304 0.1 -0.1 0.0
H -1.899918 0.731524 1.237759 0.0 0.0 -0.1
H -0.811431 -1.414851 -1.700367 0.0 0.0 0.2
H -1.071645 -2.030719 -0.055618 0.0 0.2 0.0
```
Positions in Å, forces in eV/Å.

# 4
DFT (ωB97M-V with the def2-TZVPD basis set) results for a cluster of 2 separate species, C5H10O2 in total at a distorted geometry.

Output
spin multiplicity = 1
largest force on an atom = 0.0202 Eh/bohr
lowest unoccupied orbital energy = 0.76 eV
E = -346.8633 Ha
HOMO-LUMO gap = 0.3873 Ha
SMILES = CCC(C=O)C=O.[H][H]

```
17
Properties=species:S:1:pos:R:3:forces:R:3
C -2.072347 -0.373474 -0.541600 0.2 0.2 0.1
C -0.722561 0.406894 -0.833882 0.2 0.5 -0.6
C 0.655127 0.704027 0.134160 -0.9 -0.2 -0.5
C -0.068008 -0.193664 1.038373 0.1 -0.6 0.7
O -0.006513 -1.403309 1.053155 -0.3 0.2 0.4
C 1.960419 0.322918 -0.562300 -0.4 -0.4 -0.4
O 2.035663 -0.500741 -1.438588 0.0 0.3 0.3
H -2.675796 -0.291908 -1.459938 0.4 0.1 0.2
H -1.938618 -1.442930 -0.344884 0.3 0.4 0.0
H -2.692755 0.028027 0.269428 0.3 0.1 -0.1
H -0.239609 -0.163742 -1.623346 0.0 0.3 -0.3
H -1.011226 1.409769 -1.112482 0.0 0.1 -0.5
H 0.757784 1.733070 0.521339 -0.6 -0.4 -0.3
H -0.802623 0.394467 1.618432 0.0 -0.3 0.3
H 2.879654 0.887270 -0.259723 -0.5 -0.2 0.1
H 1.743042 -1.049786 1.722710 0.8 0.0 0.2
H 2.198370 -0.466889 1.819153 0.5 -0.2 0.3
```
Positions in Å, forces in eV/Å.

# 5
DFT (ωB97M-V with the def2-TZVPD basis set) results for an isolated molecule of C5H10O2 at a distorted geometry.

Output
spin multiplicity = 1
largest force on an atom = 0.0552 Eh/bohr
lowest unoccupied orbital energy = 0.92 eV
E = -346.8878 Ha
HOMO-LUMO gap = 0.3784 Ha
SMILES = COC[C@H]1C[C@H]1O

```
17
Properties=species:S:1:pos:R:3:forces:R:3
C 2.477435 -0.166955 0.662487 0.3 0.0 0.1
O 1.073972 -0.097786 0.603155 0.0 0.1 0.0
C 0.565358 -0.465348 -0.672534 -0.1 0.2 -0.2
C -0.857414 0.025922 -0.827408 -0.2 1.0 -0.7
C -2.123750 -0.614129 -0.254175 0.0 0.3 0.0
C -1.712409 0.779400 0.139338 -1.3 1.2 0.0
O -1.308635 1.143493 1.397935 0.3 -0.3 0.7
H 2.844499 -1.195861 0.528622 -0.1 0.1 0.0
H 2.774694 0.192300 1.649084 0.0 -0.1 -0.1
H 2.941038 0.467560 -0.109964 -0.1 -0.1 0.1
H 1.163166 0.025767 -1.454395 0.0 0.0 0.1
H 0.701750 -1.554036 -0.827159 -0.4 0.3 0.1
H -1.037278 0.910208 -1.499868 0.8 -2.4 -1.3
H -2.980564 -0.909492 -0.868464 0.3 0.5 0.1
H -1.986444 -1.299957 0.590919 0.4 0.2 -0.5
H -2.193132 1.652285 -0.396170 0.1 -1.0 0.9
H -0.342286 1.106635 1.338591 -0.1 -0.1 0.5
```
Positions in Å, forces in eV/Å.

# 6
DFT (ωB97M-V with the def2-TZVPD basis set) results for an isolated molecule of C5H10O2.

Output
spin multiplicity = 1
largest force on an atom = 0.0104 Eh/bohr
lowest unoccupied orbital energy = 0.91 eV
E = -346.9627 Ha
HOMO-LUMO gap = 0.3858 Ha
SMILES = COC(C)(C)C=O

```
17
Properties=species:S:1:pos:R:3:forces:R:3
C 2.057321 0.048201 -0.259583 0.2 0.1 -0.1
O 1.024273 0.091675 0.723514 0.1 0.0 0.0
C -0.301361 -0.029660 0.211983 -0.4 0.1 -0.2
C -0.614606 0.978403 -0.887764 0.0 0.0 -0.1
C -1.300898 0.124419 1.371352 0.0 0.0 0.0
C -0.387307 -1.483613 -0.264522 0.2 0.0 -0.2
O -0.725407 -1.869014 -1.354573 0.0 0.2 0.5
H 1.945887 -0.757040 -1.010027 -0.2 0.2 0.3
H 3.002930 -0.128230 0.264561 -0.3 0.1 0.0
H 2.129195 1.003064 -0.796978 0.0 -0.2 0.1
H -0.010609 0.809866 -1.782335 -0.1 0.0 0.1
H -0.435980 1.994974 -0.518477 0.0 -0.2 0.0
H -1.664073 0.906293 -1.187993 0.1 -0.1 0.1
H -1.385423 1.165773 1.709052 0.2 -0.2 -0.1
H -2.298353 -0.182954 1.024407 0.3 0.1 0.1
H -1.036847 -0.503599 2.229722 0.1 0.1 -0.2
H 0.001255 -2.168564 0.527669 -0.2 -0.1 -0.2
```
Positions in Å, forces in eV/Å.

# 7
DFT (ωB97M-V with the def2-TZVPD basis set) results for a cluster of 2 separate species, C5H10O2 in total.

Output
spin multiplicity = 1
largest force on an atom = 0.0108 Eh/bohr
lowest unoccupied orbital energy = 0.95 eV
E = -346.8365 Ha
HOMO-LUMO gap = 0.3344 Ha

```
17
Properties=species:S:1:pos:R:3:forces:R:3
C 2.144091 -0.253578 0.810283 0.2 0.0 0.1
O 0.761618 -0.339448 0.535898 -0.1 0.0 0.0
C 0.490024 -0.321008 -0.863352 0.0 -0.1 -0.1
C -0.964393 -0.561268 -1.149622 -0.1 -0.1 0.0
C -1.807410 -1.233742 -0.374457 0.1 0.0 -0.1
C -1.144056 2.006284 0.175589 -0.3 0.2 0.4
O -0.969542 1.521021 1.375113 0.1 0.0 -0.3
H 2.672533 -1.118962 0.388593 0.0 0.1 0.1
H 2.259491 -0.255192 1.896314 0.0 0.0 -0.1
H 2.582004 0.669061 0.401170 -0.1 -0.1 0.0
H 0.795650 0.648256 -1.277185 -0.1 -0.2 0.0
H 1.083775 -1.118558 -1.338826 0.0 0.1 0.0
H -1.307188 -0.149694 -2.098413 0.1 -0.1 0.1
H -2.838893 -1.394329 -0.677416 0.2 0.1 0.1
H -1.506331 -1.626806 0.593472 0.0 0.0 -0.2
H -2.109601 2.578451 0.261968 0.3 -0.1 0.1
H -0.189492 0.910273 1.317320 -0.3 0.1 0.0
```
Positions in Å, forces in eV/Å.

# 8
DFT (ωB97M-V with the def2-TZVPD basis set) results for a cluster of 2 separate species, C5H10O2 in total.

Output
spin multiplicity = 1
largest force on an atom = 0.0093 Eh/bohr
lowest unoccupied orbital energy = 0.83 eV
E = -346.8354 Ha
HOMO-LUMO gap = 0.3431 Ha
SMILES = COCC1=C(O)C1.[H][H]

```
17
Properties=species:S:1:pos:R:3:forces:R:3
C -1.444101 -1.836757 -1.754996 -0.2 -0.2 -0.3
O -0.645223 -1.211808 -0.786028 0.0 0.0 0.0
C -0.978701 0.149756 -0.579054 -0.1 0.2 0.1
C -0.057748 0.628247 0.473865 0.3 -0.3 0.0
C 1.022686 0.289598 1.097659 -0.4 0.2 -0.2
O 2.092072 -0.502295 1.180363 -0.1 -0.1 -0.1
C 0.143263 1.172904 1.887376 0.0 0.2 0.3
H -2.513681 -1.775913 -1.497027 0.2 0.0 0.0
H -1.144752 -2.888561 -1.782214 -0.1 0.2 0.0
H -1.299289 -1.395020 -2.754478 0.0 -0.1 0.2
H -0.865374 0.713699 -1.521491 0.0 -0.1 0.2
H -2.029667 0.255953 -0.263148 0.1 -0.1 0.0
H 2.036124 -1.107354 0.423851 0.1 0.1 0.2
H 0.392070 2.228347 2.037200 0.0 -0.2 -0.1
H -0.419225 0.743278 2.726633 0.1 0.1 -0.1
H 2.657624 2.481067 0.326082 0.0 0.0 0.0
H 3.053923 2.054859 0.785407 0.1 0.0 0.0
```
Positions in Å, forces in eV/Å.

# 9
DFT (ωB97M-V with the def2-TZVPD basis set) results for a cluster of 2 separate species, C5H10O2 in total.

Output
spin multiplicity = 1
largest force on an atom = 0.0102 Eh/bohr
lowest unoccupied orbital energy = 0.74 eV
E = -346.9065 Ha
HOMO-LUMO gap = 0.3912 Ha
SMILES = CCC(C=O)C=O.[H][H]

```
17
Properties=species:S:1:pos:R:3:forces:R:3
C -2.039981 -0.257532 -0.603006 0.0 0.0 -0.1
C -0.711704 0.464822 -0.963417 0.0 0.1 -0.3
C 0.465819 0.624749 0.075449 -0.2 -0.1 -0.1
C -0.066047 -0.310149 1.126418 0.0 -0.5 0.1
O 0.038991 -1.509464 1.114682 -0.1 0.5 0.2
C 1.829405 0.289147 -0.544633 -0.1 -0.3 -0.3
O 1.989360 -0.507305 -1.434249 -0.2 0.3 0.4
H -2.675491 -0.213928 -1.493279 0.1 0.1 0.1
H -1.910088 -1.317747 -0.365627 0.1 0.2 0.0
H -2.612310 0.192680 0.217705 0.2 0.1 -0.1
H -0.257149 -0.110609 -1.771897 -0.1 0.2 -0.1
H -0.966290 1.463471 -1.315940 0.1 0.0 -0.2
H 0.544555 1.637911 0.496928 -0.2 -0.3 -0.1
H -0.736271 0.219417 1.831441 0.1 -0.2 0.2
H 2.704326 0.859834 -0.156971 -0.3 -0.1 0.1
H 1.999965 -1.069386 1.837086 0.4 0.1 0.1
H 2.402911 -0.455905 1.949307 0.3 -0.1 0.2
```
Positions in Å, forces in eV/Å.

# 10
DFT (ωB97M-V with the def2-TZVPD basis set) results for a structure of composition C5H10O2.

Output
spin multiplicity = 1
largest force on an atom = 0.0068 Eh/bohr
lowest unoccupied orbital energy = 0.79 eV
E = -346.8195 Ha
HOMO-LUMO gap = 0.3305 Ha

```
17
Properties=species:S:1:pos:R:3:forces:R:3
C -1.609623 -0.167533 1.562894 -0.1 0.0 0.2
O -0.977767 0.016252 0.316385 0.0 0.0 0.0
C 0.281767 0.639877 0.432385 0.1 0.1 0.1
C 1.425076 -0.308517 0.749850 0.0 -0.2 0.2
C 1.125638 0.699018 -0.781143 -0.2 0.0 0.0
C 0.571721 -0.233082 -1.876084 0.3 -0.2 0.0
O -0.601546 0.380520 -2.363754 -0.2 0.0 0.1
H -1.751594 0.791649 2.081403 0.0 -0.1 -0.1
H -1.024798 -0.835078 2.212847 -0.1 0.1 -0.1
H -2.584742 -0.618631 1.369129 0.1 0.1 0.0
H 0.216522 1.539100 1.053961 0.0 -0.2 -0.1
H 2.089651 -0.007446 1.557995 0.0 0.0 -0.2
H 1.137790 -1.360488 0.736991 0.0 0.2 0.0
H 2.150892 -0.038634 -0.180877 0.1 -0.1 -0.1
H 1.263502 -0.281981 -2.721749 -0.1 0.0 0.2
H 0.370717 -1.265902 -1.540016 0.0 0.2 0.0
H -1.244143 0.329770 -1.639609 0.1 0.1 -0.2
```
Positions in Å, forces in eV/Å.

Record-wise relative energy (zero: lowest compared OMol25 entry of this formula, charge and spin) values, in kcal per mole: 46.3, 153.6, 109.5, 101.8, 86.4, 39.3, 118.6, 119.2, 74.6, 129.2